# 1
Formula: C10H21FO3Si
Source: the Open Molecules 2025 dataset
Level of theory: wB97M-V/def2-TZVPD

**E**: -1008.80336 Eh
**HOMO**: -0.3742 Ha
**LUMO energy**: 0.021 hartree

Positions of all 36 atoms, in Å:
C: -0.72 2.14 -1.64
C: -1.95 2.76 -1.02
O: -2.90 2.98 -1.63
O: -1.93 3.07 0.33
C: -1.91 1.91 1.17
C: -0.98 2.07 2.38
C: 0.52 1.93 2.05
C: 0.93 0.62 1.33
C: 0.17 -0.63 1.77
C: 0.53 -1.95 1.00
C: 1.39 -1.78 -0.26
C: 1.20 -3.04 -1.18
Si: 0.86 -2.40 -2.92
O: 0.88 -3.56 -4.09
F: -0.56 -1.63 -2.82
H: -0.62 1.10 -1.33
H: 0.18 2.69 -1.36
H: -0.88 2.16 -2.72
H: -1.69 1.02 0.58
H: -2.93 1.79 1.58
H: -1.15 3.07 2.77
H: -1.24 1.28 3.09
H: 0.76 2.75 1.36
H: 1.14 2.12 2.93
H: 0.89 0.82 0.26
H: 1.98 0.45 1.58
H: -0.92 -0.52 1.76
H: 0.43 -0.80 2.82
H: -0.42 -2.39 0.68
H: 0.97 -2.68 1.68
H: 1.11 -0.91 -0.86
H: 2.44 -1.66 0.01
H: 2.12 -3.62 -1.13
H: 0.34 -3.64 -0.87
H: 1.89 -1.39 -3.20
H: 0.08 -4.11 -4.11

---

# 2
Formula: C10H21N2
Source: the Open Molecules 2025 dataset
Level of theory: wB97M-V/def2-TZVPD

**E**: -502.85304 Eh
**HOMO**: -0.5205 Ha
**LUMO energy**: -0.131 hartree
**Charge**: +1

Positions of all 33 atoms, in Å:
C: 1.21 0.36 2.05
C: -0.21 0.27 2.59
C: 1.14 1.14 0.73
C: -1.08 0.10 1.32
C: -0.32 0.90 0.21
C: 0.22 -0.07 -0.80
C: 1.71 0.29 -0.57
C: -2.59 0.28 1.42
C: 2.10 1.22 -1.67
C: 2.86 -0.82 -0.43
N: -0.29 -0.99 -1.54
N: -3.11 -1.41 -2.15
H: 1.80 0.88 2.71
H: 1.64 -0.65 1.87
H: -0.19 -0.62 3.34
H: -0.60 1.18 3.15
H: 1.51 2.15 0.85
H: -0.91 -0.94 0.92
H: -0.88 1.74 -0.31
H: -2.74 1.35 1.31
H: -3.07 -0.01 2.39
H: -3.08 -0.25 0.55
H: 2.04 0.65 -2.54
H: 3.18 1.46 -1.63
H: 1.72 2.33 -1.75
H: 3.25 -0.94 -1.38
H: 2.41 -1.81 -0.16
H: 3.69 -0.69 0.32
H: -1.34 -0.99 -1.62
H: -3.54 -1.89 -1.44
H: -3.09 -2.09 -2.96
H: -3.67 -0.63 -2.48
H: 0.25 -1.49 -2.30

---

# 3
Formula: C10H21N2
Source: the Open Molecules 2025 dataset
Level of theory: wB97M-V/def2-TZVPD

**E**: -502.74511 Eh
**HOMO**: -0.4145 Ha
**LUMO energy**: -0.143 hartree
**Charge**: +1

Positions of all 33 atoms, in Å:
C: -3.15 0.20 -0.06
C: -2.02 0.63 -0.21
C: -4.29 -0.61 0.38
C: 0.46 -2.58 -0.24
C: 3.29 -1.00 0.66
C: 2.46 1.23 0.12
C: -0.89 2.69 -0.04
C: -0.50 1.10 -1.92
C: 0.26 -1.62 1.02
C: 0.94 -0.32 0.80
N: 2.15 -0.09 0.49
N: -0.94 1.33 -0.60
H: -4.37 -1.41 -0.27
H: -4.00 -1.00 1.45
H: -5.34 -0.17 0.48
H: 0.49 -1.92 -1.16
H: -0.39 -3.23 -0.44
H: 1.25 -3.25 -0.10
H: 4.14 -0.36 0.55
H: 3.29 -1.42 1.71
H: 3.28 -1.79 -0.10
H: 2.63 1.33 -0.93
H: 1.55 1.81 0.42
H: 3.46 1.54 0.59
H: -0.78 2.57 1.02
H: -0.11 3.39 -0.47
H: -1.84 3.24 -0.20
H: 0.49 1.64 -2.01
H: -0.33 -0.05 -2.08
H: -1.22 1.43 -2.65
H: 0.59 -2.28 1.88
H: -0.81 -1.56 1.25
H: 0.26 0.51 0.68